DFT (ωB97M-V/def2-TZVPD) results for C4H12O2Sn as an isolated structure in a non-equilibrium geometry.

Structure (XYZ):
```
19
Properties=species:S:1:pos:R:3:nbo_charge:R:1
Sn 0.8285 2.3552 -4.4814 1.65
C 1.4720 -3.2453 0.3176 -0.64
C 2.1838 -1.9168 -0.2040 -0.07
O 1.6641 -1.7211 -1.4821 -0.63
H 1.3411 -3.0514 1.3822 0.25
H 2.0936 -4.1260 0.1562 0.23
H 0.5203 -3.4236 -0.1829 0.22
H 3.2569 -2.0460 -0.3445 0.20
H 2.1266 -1.0024 0.3865 0.19
H 1.7246 -2.5728 -1.9208 0.48
C -2.5811 1.5128 0.6201 -0.63
C -1.7633 2.7404 0.9364 -0.07
O -0.7514 2.9552 -0.0127 -0.71
H -3.2006 1.1734 1.4502 0.25
H -1.9517 0.6382 0.4556 0.21
H -3.1124 1.7936 -0.2892 0.21
H -1.4077 2.6455 1.9624 0.19
H -2.3226 3.6754 0.9671 0.19
H -0.1208 3.6158 0.2832 0.48
```

Results
Strongest force on any atom: 0.0350 hartree/bohr
DFT total energy: -14245.070 eV
2S+1: 1
Highest occupied orbital energy: -15.56 eV
Energy relative to the best compared isomer or geometry (same formula, charge and spin): 111.8 kcal per mole
Gap between HOMO and LUMO: 2.626 eV
LUMO: -12.93 eV
Net charge: +2

=====

DFT (ωB97M-V/def2-TZVPD) results for one molecule with the formula C5H11NO in a non-equilibrium geometry.

Structure (XYZ):
```
18
Properties=species:S:1:pos:R:3:nbo_charge:R:1
C -2.3536 -0.1726 0.1212 -0.73
C -1.4190 0.0807 -1.0321 0.60
O -1.8712 0.5059 -2.0974 -0.55
C 0.1372 -0.1991 -0.9238 -0.52
C 0.7355 -0.1306 0.4671 -0.05
C 2.2785 -0.4891 0.2755 -0.61
N 0.6237 1.1676 1.0926 -0.84
H -2.0390 -1.0571 0.6776 0.22
H -3.3627 -0.3525 -0.2634 0.25
H -2.3969 0.7012 0.7751 0.24
H 0.5978 0.5516 -1.5759 0.23
H 0.3051 -1.1866 -1.3653 0.23
H 0.3156 -0.8927 1.1296 0.19
H 2.8704 -0.0746 1.0983 0.22
H 2.4081 -1.5762 0.2868 0.21
H 2.7072 -0.1002 -0.6538 0.20
H 0.7276 1.9268 0.4192 0.36
H -0.2642 1.2975 1.5689 0.36
```

Results
Structure (SMILES): CC(=O)C[C@@H](C)N
Strongest force on any atom: 0.0426 hartree/bohr
DFT total energy: -8900.736 eV
2S+1: 1
Highest occupied orbital energy: -9.33 eV
Energy relative to the best compared isomer or geometry (same formula, charge and spin): 22.2 kcal per mole
Gap between HOMO and LUMO: 10.181 eV
LUMO: 0.85 eV

=====

DFT (ωB97M-V/def2-TZVPD) results for C34H59Br2CaClF4N3O11SSi2 as an isolated structure in a non-equilibrium geometry.

Structure (XYZ):
```
118
Properties=species:S:1:pos:R:3:mulliken_charge:R:1
C 3.9509 1.9147 1.1429 -0.91
C 3.6884 0.7327 0.5452 -0.10
Si 2.2850 0.5398 -0.6204 0.00
C 2.7576 -0.4288 -2.1917 0.55
C 2.7000 -1.9619 -2.0239 -1.26
C 3.7933 -2.5984 -1.1408 -0.69
C 3.2331 -3.7722 -0.3095 -0.14
C 4.0473 -4.1926 0.9259 -1.40
C 4.5476 -3.0572 1.8278 -0.76
C 3.4323 -2.1812 2.4242 1.21
C 2.9040 -2.6757 3.7793 -1.06
O 1.8055 -3.5957 3.6780 -0.38
C 0.6260 -3.0093 3.3338 0.53
C 0.0514 -3.4820 2.0287 -0.24
O 0.1005 -2.2063 4.0155 -0.54
O 1.7910 2.0611 -1.0965 -0.34
Si 0.2088 2.5182 -0.8453 -0.25
C -0.9191 1.8405 -2.2300 0.40
C -0.2229 1.3914 -3.5183 0.53
C -0.7277 2.0569 -4.7969 0.55
F -2.0612 2.2392 -4.7673 -0.25
Br 0.1933 3.7601 -4.8750 0.01
C -0.4288 1.2563 -6.1207 0.59
F -0.1271 2.0360 -7.1278 -0.18
F -1.4901 0.5424 -6.4551 -0.20
Br 1.1005 -0.0037 -5.9720 -0.09
C 0.0575 4.3781 -0.9300 -0.53
S 0.0685 5.2457 0.6547 -0.09
C 1.6088 4.7850 1.4946 -0.24
C 1.3893 3.8392 2.6732 -0.82
O -0.3405 1.7831 0.4968 -0.19
C -1.7013 2.1021 0.8587 -0.38
C -2.4284 0.8247 1.1482 -1.26
O -2.7832 0.2374 -0.1002 0.03
C -3.7326 -0.8041 0.0120 -0.34
C -3.9604 -1.4103 -1.3709 -0.49
H 3.9140 2.8507 0.5922 0.37
H 4.1944 1.9507 2.2036 0.28
H 4.2970 -0.1185 0.8489 0.36
H 1.1895 -0.2266 0.0258 0.16
H 3.7037 -0.0626 -2.5979 0.62
H 2.0133 -0.1999 -2.9722 -0.62
H 1.7078 -2.2798 -1.6249 0.24
H 2.7925 -2.4123 -3.0300 0.51
H 4.5504 -3.0060 -1.8178 0.51
H 4.2839 -1.8405 -0.5280 0.13
H 3.1299 -4.6296 -0.9843 0.49
H 2.2253 -3.4986 0.0204 -0.28
H 3.3742 -4.8069 1.5369 0.39
H 4.8642 -4.8531 0.6194 0.43
H 5.0702 -3.5256 2.6657 0.73
H 5.2866 -2.4328 1.3128 0.09
H 2.5861 -2.0865 1.7309 -0.64
H 3.8264 -1.1813 2.6135 0.31
H 2.6030 -1.8160 4.3850 0.44
H 3.7153 -3.1596 4.3256 0.35
H -0.9697 -3.8248 2.1962 0.28
H 0.0343 -2.6380 1.3320 -0.11
H 0.6335 -4.3065 1.6181 0.23
H -1.6705 2.6065 -2.4424 0.84
H -1.4861 1.0023 -1.7997 -0.79
H -0.3944 0.3164 -3.5845 -2.03
H 0.8569 1.5574 -3.4914 1.31
H 0.8681 4.7662 -1.5553 0.57
H -0.9149 4.6269 -1.3661 0.53
H 2.0600 5.7191 1.8347 0.54
H 2.2815 4.3630 0.7440 -0.01
H 1.3341 2.7923 2.3653 0.00
H 0.4556 4.0849 3.1860 0.34
H 2.1845 3.9410 3.4193 0.41
H -1.7055 2.7753 1.7188 0.45
H -2.2284 2.6325 0.0594 0.29
H -3.3360 1.0884 1.7105 0.49
H -1.8472 0.1319 1.7716 0.27
H -4.6789 -0.4333 0.4267 0.37
H -3.3563 -1.5691 0.7073 0.27
H -4.9233 -1.0991 -1.7709 0.02
H -3.9245 -2.5011 -1.3190 0.24
H -3.1649 -1.0869 -2.0536 -0.07
C -4.1123 -5.9931 0.4653 -0.78
N -2.7959 -5.2981 0.5204 0.81
O -2.7286 -4.1550 0.0950 -0.48
O -1.8651 -5.9142 0.9883 -0.48
H -4.8362 -5.3169 0.0267 0.29
H -3.9790 -6.8862 -0.1376 0.32
H -4.3788 -6.2577 1.4842 0.31
C -4.2549 4.9327 0.9361 0.51
O -4.0457 4.0926 0.0414 -0.64
N -3.2311 5.5585 1.5721 -0.23
N -5.5063 5.2329 1.3368 -0.27
H -3.3632 6.2445 2.2906 0.15
H -2.3049 5.3301 1.2461 0.02
H -6.2621 4.7518 0.8904 0.14
H -5.7135 5.9054 2.0499 0.20
Cl -5.0795 7.9243 0.2150 -0.66
C 9.2013 -2.2173 2.3657 -0.33
C 8.8854 -0.7942 1.9394 -0.35
O 7.5027 -0.6727 2.3020 -0.29
C 7.2415 -1.5715 3.2819 0.69
O 6.2330 -1.6054 3.9141 -0.51
O 8.2764 -2.4202 3.4395 -0.33
H 10.2201 -2.3536 2.7159 0.31
H 8.9903 -2.9450 1.5804 0.25
H 9.4589 -0.0536 2.4977 0.29
H 9.0132 -0.6189 0.8750 0.29
Ca 0.0169 -1.4581 -3.2910 1.26
F -8.1117 2.2512 0.1890 -0.31
C -7.8617 1.4667 -0.8788 0.44
C -8.7820 0.4918 -1.2100 -0.55
C -8.5258 -0.3127 -2.3107 -0.33
C -7.3637 -0.1378 -3.0504 -0.59
C -6.4563 0.8512 -2.6904 -0.41
C -6.6992 1.6708 -1.5955 -0.53
H -9.6770 0.3721 -0.6149 0.45
H -9.2381 -1.0777 -2.5903 0.38
H -7.1676 -0.7710 -3.9064 0.40
H -5.5478 0.9889 -3.2633 0.55
H -6.0046 2.4503 -1.2996 0.49
```

Results
Strongest force on any atom: 0.0371 hartree/bohr
DFT total energy: -271704.860 eV
2S+1: 1
Highest occupied orbital energy: -7.30 eV
Gap between HOMO and LUMO: 1.266 eV
LUMO: -6.04 eV
Net charge: +1

=====

DFT (ωB97M-V/def2-TZVPD) results for C17H15Co2N2O6 as an isolated structure in a non-equilibrium geometry.

Structure (XYZ):
```
42
Properties=species:S:1:pos:R:3:nbo_charge:R:1
O 0.1484 3.5724 -1.1440 -0.59
C 0.0417 2.3766 -1.1367 0.51
Co -1.4543 1.2844 -0.6908 0.16
C -1.8335 1.0323 1.0026 0.42
O -2.1019 0.8254 2.1240 -0.50
C -2.8077 1.7777 -1.6732 0.48
O -3.6904 2.1331 -2.3399 -0.52
C -0.1626 -0.8671 -1.0212 -0.22
C -1.4315 -1.5377 -1.2578 -0.09
C -2.0542 -2.2850 -0.2206 -0.20
C -3.2439 -2.9756 -0.4473 -0.21
C -3.8857 -2.8704 -1.6931 -0.23
C -3.2486 -2.1909 -2.7489 -0.22
C -2.0386 -1.5281 -2.5355 -0.21
C 0.7751 0.0756 -1.0680 -0.16
C 1.1386 1.4076 -1.5439 -0.62
Co 1.4537 -1.5069 -0.3875 -0.12
C 2.0414 -2.9709 -1.2187 0.46
O 2.5527 -3.9009 -1.6879 -0.57
C 0.9894 -1.9824 1.2607 0.46
O 0.7151 -2.3045 2.3378 -0.57
C 3.0186 -0.7921 -0.1185 0.52
O 4.0816 -0.3375 -0.0090 -0.57
H -1.5906 -2.2792 0.7681 0.23
H -3.6565 -3.5949 0.3560 0.21
H -4.8724 -3.3296 -1.8386 0.20
H -3.6911 -2.1902 -3.7487 0.21
H -1.5349 -0.9668 -3.3246 0.22
H 2.1325 1.7620 -1.2083 0.26
H 1.1631 1.4208 -2.6664 0.25
C 1.4176 3.0467 1.7512 -0.44
N 1.6408 1.7027 1.2061 -0.50
N 1.8380 0.8075 2.2839 -0.51
C 2.6348 1.3428 3.3508 -0.42
H 1.1347 3.7237 0.9454 0.23
H 0.6351 3.0473 2.5272 0.16
H 2.3522 3.3894 2.2077 0.19
H 0.7724 1.3525 0.7800 0.36
H 2.1712 -0.0951 1.9534 0.36
H 2.8396 0.5208 4.0444 0.20
H 3.5720 1.7865 2.9843 0.15
H 2.0382 2.1179 3.8453 0.19
```

Results
Strongest force on any atom: 0.0972 hartree/bohr
DFT total energy: -108386.762 eV
2S+1: 1
Highest occupied orbital energy: -3.62 eV
Energy relative to the best compared isomer or geometry (same formula, charge and spin): 52.1 kcal per mole
Gap between HOMO and LUMO: 5.291 eV
LUMO: 1.67 eV
Net charge: -1

=====

DFT (ωB97M-V/def2-TZVPD) results for one molecule with the formula C4H10N2 in a non-equilibrium geometry.

Structure (XYZ):
```
16
Properties=species:S:1:pos:R:3:nbo_charge:R:1
H 0.0633 2.6365 -0.5351 0.33
N 0.5755 1.9062 0.0126 -0.76
C 0.0216 0.7345 0.0952 0.47
C 0.9222 -0.4071 0.7135 -0.45
C 1.6158 -1.1625 -0.5218 -0.60
N -1.1571 0.3126 -0.2692 -0.63
C -1.8178 -0.9133 0.1159 -0.43
H 0.3590 -1.0093 1.3692 0.20
H 1.7891 0.0668 1.1476 0.23
H 0.9067 -1.7158 -1.0704 0.20
H 1.9969 -0.3678 -1.2003 0.22
H 2.4255 -1.8304 -0.0158 0.21
H -1.7886 0.9372 -0.7441 0.39
H -1.5002 -1.2435 1.3005 0.22
H -1.6439 -1.9193 -0.7125 0.19
H -2.9874 -0.5961 -0.1593 0.22
```

Results
Structure (SMILES): [H]/N=C(/CC)NC
Strongest force on any atom: 0.0923 hartree/bohr
DFT total energy: -7288.065 eV
2S+1: 1
Highest occupied orbital energy: -8.67 eV
Energy relative to the best compared isomer or geometry (same formula, charge and spin): 58.9 kcal per mole
Gap between HOMO and LUMO: 9.423 eV
LUMO: 0.75 eV